1.
Density functional theory data (ωB97M-V/def2-TZVPD) for a molecular structure, C26H50AlBBeCl2CsF6O13P2S2 at a distorted geometry.

XYZ file:
```
105
Properties=species:S:1:pos:R:3:lowdin_charge:R:1
C -3.75 2.17 -0.78 -0.21
C -3.39 1.33 0.54 -0.47
O -3.71 1.78 1.59 0.13
O -2.67 0.15 0.33 -0.07
C -3.34 -0.99 0.96 -0.15
C -2.34 -2.03 1.65 -0.15
C -1.21 -1.21 2.42 -0.16
C 0.06 -0.98 1.50 -0.20
C 0.84 0.37 1.82 -0.19
C 2.40 0.33 1.57 -0.12
C 2.83 -0.32 0.19 -0.33
C 4.38 -0.09 -0.25 -0.15
O 4.50 0.53 -1.54 -0.24
P 2.96 0.27 -2.28 0.66
C 2.77 2.16 -2.88 -0.12
C 2.71 2.11 -4.41 -0.19
C 3.91 2.35 -5.30 0.05
C 3.74 2.24 -6.76 0.01
C 2.40 1.88 -7.33 0.10
C 1.19 1.64 -6.47 -0.19
C -0.22 1.23 -7.00 -0.05
C 1.37 1.76 -5.03 0.02
O 3.25 -1.49 -2.09 -0.10
B 2.66 -2.26 -3.06 -0.89
O 2.45 -3.67 -2.67 -0.13
O 2.29 -1.89 -4.36 0.13
O 2.11 0.47 -0.80 -0.22
H -4.60 1.65 -1.35 -0.26
H -2.76 2.21 -1.37 0.09
H -4.07 3.19 -0.40 0.13
H -3.89 -1.52 0.13 0.13
H -4.07 -0.68 1.76 0.14
H -2.95 -2.69 2.33 0.12
H -1.93 -2.69 0.84 0.09
H -0.85 -1.77 3.33 0.13
H -1.65 -0.22 2.69 0.09
H -0.31 -0.94 0.42 0.11
H 0.73 -1.89 1.58 0.07
H 0.31 1.19 1.26 0.11
H 0.71 0.55 2.93 0.11
H 2.91 -0.29 2.36 0.14
H 2.80 1.38 1.61 0.13
H 2.50 -1.40 0.33 0.02
H 4.79 0.60 0.54 0.14
H 5.03 -1.01 -0.26 0.14
H 3.71 0.14 -3.50 0.07
H 1.64 0.14 -2.84 0.06
H 3.70 2.73 -2.58 0.12
H 1.84 2.65 -2.48 0.12
H 4.91 2.58 -4.85 0.14
H 4.61 2.38 -7.45 0.13
H 2.28 1.76 -8.44 0.13
H -0.72 2.01 -7.63 0.10
H -0.88 1.03 -6.10 0.07
H -0.12 0.24 -7.52 0.10
H 0.49 1.59 -4.36 0.12
H 3.01 -3.80 -1.84 -0.08
H 1.36 -2.13 -4.56 0.07
C -2.30 3.65 4.91 -0.20
S -1.48 2.52 3.80 0.92
O -0.85 1.45 4.62 -0.44
C -0.17 3.64 3.28 -0.21
H -3.14 3.13 5.38 0.06
H -1.61 3.98 5.69 0.07
H -2.68 4.50 4.35 0.06
H 0.40 3.97 4.15 0.06
H -0.61 4.50 2.77 0.07
H 0.49 3.11 2.59 0.03
Cl 2.91 6.28 5.13 0.52
C 1.93 6.98 6.44 -0.65
C 0.45 6.85 6.18 -0.67
Cl -0.09 7.88 4.83 0.55
H 2.23 8.02 6.57 0.08
H 2.20 6.44 7.35 0.08
H -0.11 7.18 7.06 0.08
H 0.17 5.82 5.96 0.04
Be 0.76 -4.15 -3.43 0.76
C -2.25 -6.19 1.93 -0.14
C -1.43 -7.42 1.60 -0.14
O -1.38 -7.45 0.16 -0.16
S -1.39 -5.95 -0.40 0.60
O -0.03 -5.56 -0.68 -0.40
O -2.42 -5.83 -1.37 -0.19
O -1.85 -5.21 0.95 -0.21
H -3.32 -6.38 1.80 0.15
H -2.06 -5.83 2.93 0.15
H -1.88 -8.33 1.99 0.15
H -0.41 -7.33 1.97 0.14
C 2.52 -7.18 -3.39 -0.02
C 2.33 -8.61 -4.02 -0.32
O 1.32 -8.51 -4.84 0.15
H 1.63 -6.87 -2.83 0.05
H 3.36 -7.20 -2.69 0.10
H 2.74 -6.43 -4.15 0.07
H 2.25 -9.30 -3.17 0.14
H 3.32 -8.87 -4.44 0.16
Cs -4.93 1.76 -3.13 1.39
F -6.88 3.89 3.47 -0.18
P -6.25 5.13 4.31 0.26
F -5.32 4.03 5.04 -0.19
F -6.63 6.58 4.91 -0.13
F -4.73 5.71 4.13 -0.20
F -7.35 4.83 5.45 -0.13
F -6.56 5.74 2.84 -0.18
Al 2.36 -3.81 -0.13 1.28
```

Strongest force on any atom in eV/A: 7.149
Total charge: +3
HOMO in Ha: -0.502
Multiplicity: 1

***

2.
Density functional theory data (ωB97M-V/def2-TZVPD) for a molecular structure, C33H40N4P2SeSr at a distorted geometry.

XYZ file:
```
81
Properties=species:S:1:pos:R:3:lowdin_charge:R:1
Sr 0.38 -2.50 -1.28 1.35
C -0.20 -2.24 -5.20 -0.15
C -0.86 -1.12 -4.86 -0.14
C -2.36 -1.12 -4.74 -0.18
C -2.98 -2.35 -4.00 -0.20
C -2.19 -2.82 -2.83 -0.23
C -1.26 -3.79 -2.95 -0.37
C -1.04 -4.46 -4.27 -0.21
C -0.84 -3.52 -5.51 -0.19
C 1.75 -0.11 3.50 -0.06
H 0.88 -2.20 -5.39 0.10
H -0.38 -0.13 -4.90 0.11
H -2.75 -1.05 -5.78 0.12
H -2.71 -0.19 -4.26 0.10
H -4.01 -2.07 -3.72 0.11
H -3.11 -3.13 -4.75 0.09
H -2.52 -2.44 -1.85 0.07
H -0.91 -4.39 -2.06 0.05
H -1.89 -5.14 -4.50 0.12
H -0.17 -5.12 -4.23 0.10
H -0.22 -4.04 -6.25 0.12
H -1.80 -3.35 -6.00 0.10
H 2.82 -0.11 3.25 -0.04
H 1.24 -1.04 3.76 -0.06
H 1.41 0.78 4.05 -0.01
P -0.72 -0.17 1.82 1.14
P 0.41 2.02 -0.14 1.00
N -0.86 -2.04 1.74 -0.24
N -2.05 -0.03 2.99 -0.26
N 1.20 1.07 -1.48 -0.17
N 0.50 3.55 -0.93 -0.27
C -1.57 -0.02 0.22 -0.42
C -1.28 1.40 -0.36 -0.41
C 0.27 -2.77 2.09 -0.21
C 0.00 -4.09 2.00 -0.12
C -1.34 -4.23 1.56 -0.10
C -1.86 -2.97 1.44 -0.15
C -1.95 -0.28 4.36 -0.12
C -3.11 0.18 4.97 -0.09
C -3.96 0.70 3.96 -0.09
C -3.30 0.57 2.75 -0.14
C 2.55 0.72 -1.50 -0.13
C 2.81 -0.26 -2.43 -0.09
C 1.57 -0.57 -3.06 -0.21
C 0.63 0.25 -2.45 -0.26
C 0.27 3.94 -2.27 -0.13
C 0.47 5.31 -2.35 -0.10
C 0.84 5.78 -1.04 -0.09
C 0.87 4.68 -0.20 -0.14
H -2.65 -0.23 0.26 0.09
H -1.17 -0.79 -0.47 -0.01
H -1.47 1.38 -1.45 0.06
H -1.98 2.15 0.05 0.09
H 1.10 -2.21 2.51 0.06
H 0.68 -4.87 2.32 0.10
H -1.86 -5.16 1.38 0.10
H -2.86 -2.62 1.21 0.12
H -1.06 -0.72 4.75 0.10
H -3.30 0.16 6.02 0.09
H -4.95 1.11 4.08 0.09
H -3.58 0.84 1.73 0.10
H 3.26 1.24 -0.91 0.05
H 3.73 -0.81 -2.64 0.11
H 1.44 -1.13 -4.00 0.07
H -0.38 0.41 -2.78 0.08
H -0.01 3.21 -3.05 0.10
H 0.35 5.92 -3.25 0.10
H 1.06 6.79 -0.78 0.09
H 1.14 4.58 0.83 0.07
Se 3.28 2.22 1.76 0.49
C 3.56 2.77 3.48 -0.79
C 4.83 2.40 4.03 -0.18
C 5.04 2.56 5.39 -0.12
C 4.09 3.23 6.18 -0.12
C 2.83 3.56 5.65 -0.13
C 2.59 3.45 4.29 -0.16
H 5.59 1.99 3.37 0.07
H 5.97 2.15 5.80 0.10
H 4.32 3.48 7.20 0.08
H 2.02 3.89 6.29 0.09
H 1.73 3.89 3.79 0.08
```

Strongest force on any atom in eV/A: 3.264
Total charge: 0
HOMO (spin up / spin down) in Ha: -0.195 / -0.185
Multiplicity: 1

***

3.
Density functional theory data (ωB97M-V/def2-TZVPD) for 15 unconnected molecules or ions with the total composition C17H64N18O15 at a distorted geometry.

XYZ file:
```
114
Properties=species:S:1:pos:R:3:lowdin_charge:R:1
C 0.98 -15.91 11.03 -0.07
C -0.14 -14.93 10.58 -0.32
O -0.17 -14.78 9.25 -0.14
H 0.79 -17.02 10.89 0.07
H 1.19 -15.95 12.11 0.09
H 1.99 -15.81 10.59 0.04
H 0.14 -13.95 11.03 0.13
H -1.10 -15.28 11.03 0.12
H -0.66 -14.03 8.96 0.09
C 2.88 -20.40 9.74 -0.06
C 1.54 -19.64 9.57 -0.29
O 0.89 -19.70 10.84 -0.09
H 2.83 -21.30 10.31 0.06
H 3.53 -19.67 10.25 0.04
H 3.33 -20.69 8.74 0.07
H 0.90 -20.26 8.92 0.10
H 1.67 -18.62 9.24 0.08
H -0.07 -19.68 10.77 0.08
C 4.20 -11.51 6.79 -0.63
O 5.44 -11.14 7.35 -0.15
N 3.35 -10.76 6.30 0.21
N 3.89 -12.77 6.82 0.11
H 3.64 -9.79 6.13 0.16
H 2.47 -11.08 5.94 0.12
H 4.61 -13.48 7.07 0.10
H 3.10 -13.18 6.27 0.09
C -3.20 -16.43 8.94 -0.59
O -3.34 -15.39 9.80 -0.10
N -4.13 -17.26 8.58 0.17
N -2.04 -16.61 8.27 0.10
H -5.15 -17.28 8.90 0.17
H -3.93 -17.77 7.72 0.10
H -1.26 -15.99 8.64 0.09
H -1.80 -17.30 7.53 0.08
C 2.77 -16.66 7.44 -0.50
O 3.20 -17.64 6.53 -0.13
N 3.69 -15.89 8.02 0.17
N 1.52 -16.27 7.60 0.17
H 4.63 -16.28 7.93 0.07
H 3.45 -14.95 8.53 0.11
H 0.92 -16.72 6.95 0.07
H 1.10 -15.74 8.34 0.07
C -2.07 -13.37 6.71 -0.58
O -1.57 -12.29 5.87 -0.20
N -1.70 -14.59 6.60 0.18
N -2.92 -13.12 7.67 0.15
H -2.08 -15.44 7.08 0.07
H -0.97 -14.88 5.93 0.10
H -3.16 -12.10 7.81 0.14
H -3.31 -13.68 8.48 0.12
C 3.51 -13.35 10.20 -0.66
O 3.07 -13.71 11.46 -0.12
N 2.73 -13.50 9.17 0.12
N 4.64 -12.82 9.98 0.22
H 1.69 -13.56 9.33 0.12
H 3.04 -13.02 8.23 0.10
H 5.22 -12.95 10.83 0.16
H 5.11 -12.56 9.13 0.07
C -0.89 -17.41 4.89 -0.67
O -1.27 -16.43 4.05 -0.09
N -1.75 -17.92 5.66 0.13
N 0.35 -17.74 5.17 0.17
H -2.71 -17.61 5.56 0.14
H -1.44 -18.52 6.42 0.12
H 0.99 -17.13 4.64 0.09
H 0.80 -18.67 5.50 0.13
C 1.33 -14.37 4.84 -0.63
O 2.11 -15.41 4.39 -0.08
N 1.48 -13.98 6.08 0.12
N 0.38 -13.76 4.26 0.20
H 1.84 -14.84 6.49 0.07
H 0.87 -13.42 6.65 0.11
H 0.06 -14.23 3.41 0.14
H -0.16 -13.03 4.72 0.08
C 5.86 -19.03 7.83 -0.61
O 6.07 -17.63 7.72 -0.14
N 5.59 -19.89 6.91 0.20
N 6.04 -19.51 8.99 0.14
H 5.34 -19.52 6.07 0.01
H 5.46 -20.90 7.15 0.15
H 6.08 -18.78 9.77 0.14
H 5.78 -20.54 9.18 0.15
C 4.09 -18.86 3.52 -0.64
O 2.74 -18.77 3.60 -0.10
N 4.70 -19.12 2.41 0.17
N 4.77 -18.55 4.57 0.15
H 4.24 -19.27 1.49 0.15
H 5.71 -19.15 2.43 0.12
H 4.10 -18.22 5.32 0.07
H 5.77 -18.38 4.64 0.14
C 2.20 -20.84 6.15 -0.15
O 1.30 -20.52 5.10 -0.15
H 2.96 -21.49 5.74 0.08
H 1.58 -21.29 6.88 0.06
H 2.61 -19.98 6.59 0.02
H 1.80 -20.28 4.31 0.05
C 5.12 -15.37 4.62 -0.20
O 6.50 -15.32 4.79 -0.11
H 4.72 -14.37 4.71 0.06
H 4.58 -15.92 5.38 0.05
H 4.81 -15.87 3.72 0.07
H 6.88 -14.56 4.34 0.08
C 4.32 -17.26 11.36 -0.09
O 4.71 -16.11 10.55 -0.14
H 3.27 -17.49 11.14 0.06
H 4.29 -16.99 12.37 0.07
H 4.97 -18.11 11.24 0.05
H 4.17 -16.08 9.74 0.00
C 6.96 -14.57 8.70 -0.12
O 6.43 -13.97 7.54 -0.15
H 7.98 -14.84 8.40 0.10
H 6.37 -15.37 8.99 0.02
H 7.04 -13.82 9.44 0.06
H 7.04 -13.28 7.26 0.09
```

Strongest force on any atom in eV/A: 11.521
ΔE to the lowest compared entry with this formula, charge and spin in eV: 2.404
Total charge: 0
HOMO in Ha: -0.324
Multiplicity: 1

***

4.
Density functional theory data (ωB97M-V/def2-TZVPD) for 2 unconnected molecules or ions with the total composition C5H8NP at a distorted geometry.

XYZ file:
```
15
Properties=species:S:1:pos:R:3:lowdin_charge:R:1
C -0.36 -1.47 0.44 -0.18
C -1.33 -0.73 0.60 -0.13
C -2.21 0.32 0.92 -0.17
C 1.07 1.58 -1.16 -0.20
C 2.16 0.86 -0.53 -0.72
N 0.62 -2.41 0.45 0.03
P 3.27 0.04 0.14 0.77
H -2.89 0.72 0.06 0.10
H -2.67 0.23 1.90 0.06
H -1.65 1.32 1.03 0.09
H 0.43 1.87 -0.42 0.02
H 1.44 2.46 -1.74 0.09
H 0.53 0.96 -1.89 0.08
H 0.23 -3.38 0.48 0.11
H 1.35 -2.38 -0.26 0.05
```

Strongest force on any atom in eV/A: 4.646
ΔE to the lowest compared entry with this formula, charge and spin in eV: 3.383
SMILES string: CC#CN.CC#P
Total charge: 0
HOMO in Ha: -0.303
Multiplicity: 1